# C26H19BrCrN7OS5

A structure of composition C26H19BrCrN7OS5 in a non-equilibrium geometry (ωB97M-V/def2-TZVPD, the OMol25 dataset).

Its charge is -1. As for the HOMO-LUMO gap (alpha / beta): 4.6 / 6.9 eV. The value obtained for the largest force on an atom is 1.50 eV Å⁻¹. As for the spin multiplicity: 5. Its electronic energy is -7070.24973 Ha. Its LUMO energy (alpha / beta) is 1.94 / 1.93 eV. Its energy above the lowest of the compared OMol25 structures with the same formula, charge and spin is 17.9 kcal/mol.

XYZ file:
```
60
Properties=species:S:1:pos:R:3:mulliken_charge:R:1
Cr -1.02976 0.04657 -1.26295 0.25
C -3.24237 4.09518 -3.53117 -1.60
C -2.74601 3.58120 -2.20984 0.81
C -2.16489 4.45280 -1.26709 -0.65
C -1.86346 3.94349 -0.00562 -0.60
C -1.98665 2.59681 0.21658 -0.10
Br -2.00579 2.00815 2.03655 -0.21
N -2.35408 1.68243 -0.73185 0.26
C -2.85846 2.25803 -1.88618 -0.53
H -4.06247 4.80353 -3.38837 0.39
H -3.59153 3.27424 -4.15694 0.34
H -2.44027 4.61148 -4.06115 0.35
H -2.02611 5.50294 -1.48851 0.38
H -1.54941 4.58994 0.80219 0.39
H -3.33276 1.56815 -2.56961 0.39
S 0.58823 1.67386 -2.02514 -0.72
C -0.12781 1.50599 -3.60434 1.29
S -1.35351 0.31729 -3.74042 -0.60
C 0.26794 2.32217 -4.65410 0.30
C 1.35994 3.21812 -4.51323 -0.04
N 2.26422 3.92959 -4.42278 -0.61
C -0.39418 2.31333 -5.90697 -0.08
N -0.93884 2.33754 -6.92441 -0.61
N -4.38223 -0.19173 -0.19656 -0.34
C -3.78350 -1.32304 -0.62147 0.23
N -2.55701 -1.38535 -1.05335 0.80
C -2.21855 -2.65837 -1.48317 -0.48
C -3.21164 -3.57360 -1.38922 -0.39
S -4.64272 -2.83937 -0.74190 -0.27
C -0.83756 -2.85466 -1.87815 -0.44
C -0.21796 -4.00761 -2.22167 -0.30
S 1.47037 -3.71840 -2.46809 -0.27
C 1.22092 -2.02837 -2.08057 0.30
N -0.02350 -1.73799 -1.81353 0.48
N 2.23821 -1.16248 -2.04029 -0.22
H -3.74200 0.60726 -0.10667 0.09
H -5.12176 -0.27952 0.47783 0.25
H -3.19691 -4.61715 -1.65211 0.44
H -0.63254 -4.99575 -2.32259 0.43
H 3.13857 -1.43043 -2.39012 0.24
H 1.99654 -0.17038 -1.98728 -0.07
C 4.92799 -2.90034 7.78976 -1.07
C 4.10746 -2.57024 6.56813 0.74
O 3.04183 -3.05979 6.31304 -0.53
S 4.89348 -1.33797 5.54348 -0.25
C 3.66543 -1.08876 4.28146 0.06
C 2.86570 0.04605 4.32525 -0.34
C 1.90948 0.25202 3.34731 -0.66
C 1.73927 -0.67119 2.30809 0.22
C 2.56384 -1.80380 2.27738 -0.56
C 3.52150 -2.01047 3.25329 -0.29
C 0.76275 -0.45250 1.29480 0.33
C -0.10671 -0.23851 0.46794 -0.57
H 4.83199 -3.95919 8.02293 0.31
H 4.52317 -2.32852 8.62666 0.27
H 5.97365 -2.63094 7.65395 0.35
H 2.99712 0.76501 5.12366 0.41
H 1.27513 1.12845 3.37248 0.45
H 2.44212 -2.51855 1.47384 0.45
H 4.15611 -2.88669 3.22084 0.39
```

=====

# C23H16Cl2F5IN5O4SZn

A structure of composition C23H16Cl2F5IN5O4SZn (ωB97M-V/def2-TZVPD, the OMol25 dataset).

Its charge is -1. As for the HOMO-LUMO gap: 7.3 eV. The value obtained for the largest force on an atom is 0.54 eV Å⁻¹. Its electronic energy is -5355.92951 Ha. Its LUMO energy is 2.14 eV. Its energy above the lowest of the compared OMol25 structures with the same formula, charge and spin is 3.5 kcal/mol.

XYZ file:
```
58
Properties=species:S:1:pos:R:3:mulliken_charge:R:1
Zn 0.06542 -1.00498 0.16003 1.21
N 4.10005 -2.35208 0.90181 -0.45
C 2.99067 -1.75229 0.39174 0.54
S 1.79613 -2.73118 -0.34395 -0.56
N 3.01383 -0.42335 0.48617 -1.31
N 1.85949 0.12903 0.07764 0.84
C 1.83151 1.34002 -0.34438 0.68
C 3.02701 2.21987 -0.39546 -0.34
C 3.74354 2.50283 0.76428 -0.14
C 4.85077 3.33490 0.71776 -0.72
C 5.26227 3.88542 -0.48973 -0.35
C 4.55785 3.60146 -1.65040 -0.79
C 3.44348 2.77502 -1.60129 0.03
C 0.52451 1.82075 -0.85095 0.15
C 0.28319 3.16153 -1.12794 -0.66
C -0.95986 3.52928 -1.61701 -0.56
C -1.92432 2.55716 -1.81527 -0.90
C -1.60483 1.24443 -1.50034 -0.49
N -0.41581 0.88724 -1.03959 0.35
H 4.26245 -3.31219 0.66066 0.23
H 4.88082 -1.76152 1.13165 0.24
H 3.43081 2.05170 1.69639 0.42
H 5.39999 3.54917 1.62605 0.38
H 6.13090 4.53105 -0.52543 0.38
H 4.87644 4.02084 -2.59649 0.38
H 2.89240 2.55226 -2.50753 0.49
H 1.05495 3.89710 -0.95044 0.51
H -1.17524 4.56870 -1.83171 0.42
H -2.91082 2.80265 -2.18238 0.46
H -2.32945 0.44616 -1.60293 0.50
N -1.46920 1.54200 3.59598 -0.40
C -1.50629 0.77304 2.47076 0.10
O -0.55001 0.71210 1.71382 -0.47
C -2.81102 0.07546 2.17606 -0.03
I -4.26159 1.46273 1.41970 -0.06
H -0.53171 1.76040 3.89564 0.30
H -2.08497 1.25479 4.33962 0.23
H -3.24371 -0.36511 3.06690 0.65
H -2.66728 -0.67601 1.40458 -0.50
Cl -3.10989 -3.61016 3.22438 -0.20
C -1.33068 -3.64148 3.41685 -0.01
Cl -0.64001 -4.98589 2.49684 -0.19
C -0.76773 -2.24253 3.03296 0.39
O -1.01117 -1.37093 3.87996 -0.68
O -0.16615 -2.16570 1.94461 -0.48
H -1.13845 -3.83000 4.46630 0.37
F -4.17563 -3.87101 -4.70179 -0.34
C -3.58146 -3.31571 -3.62806 0.60
C -2.29821 -2.81145 -3.71399 0.05
F -1.64102 -2.87125 -4.88349 -0.33
C -1.69527 -2.23798 -2.61155 -0.27
F -0.45158 -1.74191 -2.74997 -0.35
C -2.32628 -2.14018 -1.35719 -0.01
O -1.79960 -1.58205 -0.31733 0.17
C -3.63418 -2.66214 -1.31907 0.09
F -4.32473 -2.58523 -0.16962 -0.33
C -4.24440 -3.23393 -2.41658 0.10
F -5.49592 -3.71084 -2.31730 -0.32
```

=====

# CClFN2O

A cluster of 2 separate species, CClFN2O in total in a non-equilibrium geometry (ωB97M-V/def2-TZVPD, the OMol25 dataset).

Its charge is 0. As for the HOMO-LUMO gap (alpha / beta): 6.5 / 6.5 eV. The value obtained for the largest force on an atom is 4.47 eV Å⁻¹. Its electronic energy is -782.56152 Ha. Its LUMO energy (alpha / beta) is -4.68 / -4.68 eV. Its energy above the lowest of the compared OMol25 structures with the same formula, charge and spin is 94.0 kcal/mol.

XYZ file:
```
6
Properties=species:S:1:pos:R:3:mulliken_charge:R:1
C -1.00264 0.47492 0.09945 0.03
N -1.42431 1.47384 0.44051 -0.27
N 0.76374 -1.10282 -0.56052 0.26
O 1.74942 -0.44480 -0.79087 -0.10
F 0.71942 -1.49438 0.76956 -0.08
Cl 1.95405 1.11437 0.24839 0.15
```

=====

# C39H33IN3O6

A cluster of 3 separate species, C39H33IN3O6 in total in a non-equilibrium geometry (ωB97M-V/def2-TZVPD, the OMol25 dataset).

Its charge is +1. As for the HOMO-LUMO gap: 5.8 eV. The value obtained for the largest force on an atom is 10.38 eV Å⁻¹. Its electronic energy is -2418.71254 Ha. Its LUMO energy is -5.23 eV.

XYZ file:
```
82
Properties=species:S:1:pos:R:3:mulliken_charge:R:1
C -3.79702 -4.26122 -4.54310 -0.86
C -2.24613 -3.90457 -4.13518 -0.07
N -1.85526 -2.45472 -4.31500 -0.24
C -2.74752 -1.54536 -3.49895 -0.17
C -4.06992 -0.75143 -4.14560 -0.14
N -4.94059 0.16788 -3.31106 0.44
N -6.04089 0.84017 -3.88759 -0.81
C -4.62149 0.39478 -1.82409 -0.24
C -3.34631 -0.33490 -1.04288 -0.51
C -2.33823 -1.35720 -1.89864 0.25
C -1.00610 -2.09057 -1.20291 0.37
O 0.16133 -1.48145 -1.42269 -0.45
O -1.24271 -3.28319 -0.38037 -0.25
C -0.13771 -4.24618 -0.43086 -0.29
C 0.58159 -4.52736 1.04446 -0.35
C 0.68910 -6.17091 1.32194 -1.04
I -0.44157 -3.54046 2.71653 0.06
H -3.96975 -5.39924 -4.26717 0.34
H -3.93920 -4.20565 -5.72615 0.25
H -4.60550 -3.54889 -4.07534 0.22
H -1.55667 -4.52690 -4.88422 0.40
H -1.98056 -4.23239 -3.01850 -0.07
H -1.91479 -2.13816 -5.31203 0.41
H -4.26351 -0.94268 -5.29576 0.36
H -5.79683 0.98137 -4.91367 0.33
H -6.82975 0.13382 -3.92793 0.31
H -5.35004 1.16005 -1.26861 0.40
H -3.14421 -0.12130 0.10604 0.33
H 0.69132 -4.02656 -1.22500 0.31
H -0.61667 -5.29600 -0.73546 0.36
H 1.71389 -4.15206 1.06268 0.29
H 0.91735 -6.74567 0.32421 0.35
H 1.58862 -6.43015 2.06265 0.31
H -0.31947 -6.62273 1.74457 0.32
C 2.55997 1.46055 -1.33241 -0.69
C 2.01610 0.17760 -1.38959 -0.38
C 2.73600 -0.90892 -0.89011 -0.39
C 4.00971 -0.71375 -0.34235 -0.05
C 4.56353 0.56540 -0.30762 0.25
C 3.83214 1.65713 -0.79330 -0.63
C 5.92618 0.77581 0.22246 0.60
O 6.41201 1.89965 0.25659 -0.67
C 6.69760 -0.38812 0.70232 0.15
C 8.01207 -0.21124 1.15365 -0.54
C 8.74407 -1.30461 1.62167 -0.47
C 8.16411 -2.57259 1.64911 -0.49
C 6.85679 -2.75265 1.19487 -0.48
C 6.12570 -1.65944 0.71140 0.12
C 4.75643 -1.86629 0.19986 0.54
O 4.24762 -2.98116 0.21932 -0.71
H 1.99518 2.30865 -1.71327 0.45
H 1.02982 0.02267 -1.82136 0.71
H 2.30291 -1.90690 -0.93335 0.62
H 4.25251 2.66063 -0.75703 0.48
H 8.47120 0.77597 1.13854 0.46
H 9.76639 -1.16590 1.96676 0.40
H 8.73155 -3.42323 2.02038 0.40
H 6.41233 -3.74635 1.21475 0.44
C -2.74052 8.21336 2.72287 -0.47
C -4.02589 7.74680 2.44873 -0.47
C -4.27505 6.37426 2.40046 -0.56
C -3.23253 5.46457 2.61511 0.23
C -1.94252 5.93108 2.86483 0.21
C -1.69804 7.30900 2.93038 -0.55
C -0.82561 4.98100 3.04354 0.59
O 0.30722 5.38993 3.26647 -0.66
C -1.09190 3.53232 2.94105 0.25
C -0.03224 2.62243 3.05080 -0.68
C -0.27728 1.25004 2.96838 -0.51
C -1.57868 0.78314 2.78606 -0.52
C -2.63543 1.68748 2.67079 -0.80
C -2.38973 3.06529 2.73871 0.31
C -3.50902 4.01465 2.57986 0.63
O -4.65244 3.60527 2.41495 -0.70
H -2.54816 9.28300 2.76961 0.40
H -4.83575 8.45173 2.27444 0.40
H -5.28209 6.01731 2.19106 0.45
H -0.69618 7.68052 3.13841 0.46
H 0.98637 2.97858 3.19644 0.50
H 0.54771 0.54546 3.04863 0.46
H -1.77084 -0.28609 2.72907 0.43
H -3.64813 1.31575 2.52368 0.57
```